#i
C50H48BN12O2SSbTi as an isolated structure. Source: the OMol25 dataset; level of theory: the ωB97M-V functional and the def2-TZVPD basis.

Computed properties:
Total charge: +3
Gap between HOMO and LUMO (spin up / spin down) in eV: 5.178 / 5.176
2S+1: 2

Positions of all 116 atoms, in Å:
Ti  -20.573  -18.594  3.485
C  -24.171  -16.523  2.333
C  -23.034  -17.300  2.049
N  -22.295  -17.389  3.180
N  -23.010  -16.741  4.217
C  -24.095  -16.234  3.690
B  -22.342  -16.859  5.616
N  -22.131  -18.511  5.948
C  -21.451  -18.968  7.068
C  -20.630  -20.088  6.999
C  -20.091  -20.479  5.773
N  -20.745  -20.234  4.647
N  -20.883  -16.300  5.492
C  -20.213  -15.226  6.023
C  -18.860  -15.309  5.679
C  -18.835  -16.393  4.783
N  -20.019  -17.046  4.743
N  -23.004  -16.177  6.808
C  -22.510  -16.153  8.150
C  -23.522  -15.901  8.960
C  -24.664  -15.956  8.148
N  -24.379  -16.115  6.866
H  -24.856  -16.307  1.536
H  -22.633  -17.564  1.111
H  -24.830  -15.814  4.277
H  -21.310  -18.296  7.949
H  -20.093  -20.398  7.948
H  -19.106  -20.941  5.646
H  -20.705  -14.536  6.730
H  -18.215  -14.497  5.791
H  -18.000  -16.771  4.253
H  -21.472  -16.104  8.491
H  -23.528  -15.776  10.059
H  -25.684  -16.082  8.451
C  -14.462  -22.704  -0.192
C  -15.561  -21.746  0.200
C  -16.606  -22.118  1.062
C  -17.405  -21.181  1.717
C  -17.407  -19.839  1.275
C  -16.521  -19.411  0.239
C  -15.590  -20.339  -0.250
S  -18.211  -18.547  1.996
O  -17.502  -17.343  1.746
O  -18.548  -18.914  3.467
N  -19.718  -18.429  1.432
C  -20.509  -19.501  0.911
C  -20.608  -20.056  -0.360
C  -21.258  -21.241  -0.614
C  -21.913  -21.850  0.464
C  -21.812  -21.265  1.697
N  -21.164  -20.070  1.935
H  -13.821  -22.857  0.680
H  -13.898  -22.401  -1.023
H  -14.885  -23.701  -0.185
H  -16.783  -23.168  1.328
H  -18.141  -21.456  2.477
H  -16.443  -18.349  -0.044
H  -14.838  -20.015  -0.972
H  -19.987  -19.772  -1.130
H  -21.457  -21.627  -1.591
H  -22.622  -22.696  0.319
H  -22.358  -21.582  2.582
N  -11.664  -25.386  4.149
C  -12.883  -24.741  4.335
C  -13.997  -25.387  4.960
C  -15.242  -24.722  4.983
C  -15.327  -23.487  4.423
C  -14.243  -22.847  3.948
C  -13.065  -23.456  3.822
H  -11.644  -26.427  4.238
H  -11.227  -24.989  3.343
H  -13.944  -26.403  5.317
H  -16.103  -25.206  5.451
H  -16.273  -23.006  4.417
H  -14.300  -21.876  3.573
H  -12.153  -23.108  3.335
C  -9.999  -26.716  7.925
C  -9.520  -25.400  8.008
C  -10.366  -24.311  7.662
C  -11.697  -24.610  7.386
C  -12.195  -25.857  7.272
C  -11.270  -26.906  7.424
Sb  -13.235  -23.079  7.336
C  -14.859  -23.608  8.655
C  -15.937  -22.742  8.760
C  -16.949  -23.091  9.705
C  -16.889  -24.280  10.450
C  -15.804  -25.099  10.288
C  -14.800  -24.800  9.308
C  -12.529  -21.248  8.162
C  -13.142  -20.717  9.266
C  -12.784  -19.425  9.647
C  -11.817  -18.687  8.982
C  -11.267  -19.193  7.813
C  -11.692  -20.469  7.333
H  -9.352  -27.558  7.873
H  -8.514  -25.091  8.332
H  -10.051  -23.308  7.827
H  -13.241  -26.076  7.088
H  -11.645  -27.922  7.257
H  -15.890  -21.760  8.264
H  -17.847  -22.507  9.853
H  -17.633  -24.544  11.168
H  -15.715  -26.080  10.724
H  -13.897  -25.448  9.364
H  -13.817  -21.332  9.856
H  -13.319  -18.935  10.485
H  -11.596  -17.591  9.259
H  -10.595  -18.561  7.234
H  -11.243  -20.864  6.401
C  -24.344  -19.559  5.328
C  -22.774  -19.417  5.235
N  -22.133  -20.348  4.658
H  -24.625  -19.769  4.260
H  -24.854  -18.681  5.715
H  -24.610  -20.488  5.869

#ii
C50H48BN12O2SSbTi as an isolated structure. Source: the OMol25 dataset; level of theory: the ωB97M-V functional and the def2-TZVPD basis.

Computed properties:
Total charge: +3
Gap between HOMO and LUMO (spin up / spin down) in eV: 6.508 / 6.241
2S+1: 2

Positions of all 116 atoms, in Å:
Ti  -1.404  0.884  0.921
C  2.404  1.874  2.588
C  1.597  1.489  1.525
N  0.348  1.241  1.923
N  0.329  1.415  3.287
C  1.544  1.825  3.690
B  -1.006  1.143  4.010
N  -2.050  2.172  3.506
C  -2.764  3.091  4.168
C  -3.793  3.516  3.335
C  -3.629  2.795  2.170
N  -2.554  2.003  2.241
N  -1.518  -0.296  3.607
C  -1.645  -1.402  4.353
C  -2.028  -2.465  3.537
C  -2.133  -1.920  2.260
N  -1.764  -0.607  2.298
N  -0.825  1.143  5.490
C  -1.758  1.011  6.437
C  -1.242  0.393  7.535
C  0.084  0.124  7.155
N  0.339  0.513  5.913
H  3.416  2.146  2.554
H  1.915  1.329  0.498
H  1.715  2.012  4.735
H  -2.484  3.417  5.121
H  -4.582  4.246  3.552
H  -4.199  2.729  1.256
H  -1.537  -1.331  5.417
H  -2.315  -3.444  3.843
H  -2.416  -2.418  1.355
H  -2.792  1.324  6.306
H  -1.753  0.249  8.486
H  0.897  -0.347  7.689
C  -4.513  7.165  -2.739
C  -3.854  5.890  -2.381
C  -3.633  4.956  -3.373
C  -3.170  3.692  -3.105
C  -2.861  3.369  -1.807
C  -2.994  4.316  -0.764
C  -3.493  5.548  -1.060
S  -2.148  1.874  -1.495
O  -2.882  1.289  -0.265
O  -2.097  1.015  -2.619
N  -0.769  2.027  -0.659
C  0.339  2.366  -1.457
C  0.508  3.642  -1.986
C  1.565  3.881  -2.845
C  2.492  2.861  -3.065
C  2.250  1.667  -2.432
N  1.222  1.412  -1.649
H  -5.583  7.042  -3.008
H  -4.049  7.660  -3.574
H  -4.511  7.829  -1.882
H  -3.906  5.173  -4.403
H  -3.134  2.956  -3.904
H  -2.631  4.110  0.238
H  -3.618  6.270  -0.287
H  -0.213  4.443  -1.804
H  1.659  4.837  -3.379
H  3.329  3.019  -3.688
H  2.932  0.876  -2.627
N  -1.061  -0.932  -0.238
C  -2.120  -1.808  -0.866
C  -3.459  -1.486  -0.767
C  -4.417  -2.316  -1.361
C  -4.067  -3.435  -2.078
C  -2.725  -3.765  -2.145
C  -1.742  -2.951  -1.575
H  -0.573  -0.528  -1.057
H  -0.326  -1.455  0.295
H  -3.795  -0.692  -0.137
H  -5.463  -2.100  -1.207
H  -4.830  -4.080  -2.512
H  -2.357  -4.654  -2.678
H  -0.712  -3.237  -1.651
C  2.575  -6.630  -0.289
C  1.629  -6.225  -1.223
C  1.608  -4.923  -1.709
C  2.487  -3.979  -1.160
C  3.451  -4.385  -0.206
C  3.474  -5.705  0.220
Sb  2.440  -1.959  -1.629
C  4.312  -1.183  -1.254
C  5.288  -1.110  -2.242
C  6.553  -0.702  -1.897
C  6.878  -0.403  -0.588
C  5.905  -0.469  0.398
C  4.600  -0.854  0.082
C  1.822  -1.927  -3.647
C  2.440  -2.835  -4.502
C  1.970  -2.933  -5.810
C  0.944  -2.148  -6.281
C  0.335  -1.230  -5.417
C  0.763  -1.114  -4.097
H  2.650  -7.652  0.030
H  0.959  -6.954  -1.652
H  0.955  -4.626  -2.502
H  4.177  -3.709  0.187
H  4.255  -5.973  0.948
H  5.030  -1.241  -3.269
H  7.302  -0.609  -2.650
H  7.908  -0.114  -0.336
H  6.178  -0.264  1.402
H  3.829  -0.955  0.834
H  3.295  -3.415  -4.179
H  2.463  -3.583  -6.503
H  0.624  -2.221  -7.303
H  -0.470  -0.561  -5.748
H  0.248  -0.409  -3.474
C  1.785  -2.621  4.249
C  1.460  -2.024  2.910
N  1.326  -1.625  1.843
H  2.838  -2.903  4.288
H  1.193  -3.522  4.374
H  1.534  -1.905  5.038

Energy ordering: #ii at the bottom, the next structure 0.2228 hartree above.

#i
The molecule C3H6P2. Source: the OMol25 dataset; level of theory: the ωB97M-V functional and the def2-TZVPD basis.

Computed properties:
Gap between HOMO and LUMO (spin up / spin down) in eV: 8.087 / 8.090
SMILES: PC=P1=CC1

Positions of all 11 atoms, in Å:
P  -2.331  -0.394  0.133
C  -0.593  -0.159  -0.415
P  0.676  -1.438  -0.696
C  1.175  -0.646  0.949
C  1.844  -0.032  -0.265
H  -2.511  0.671  0.965
H  -2.911  0.347  -0.860
H  -0.255  0.914  -0.355
H  0.486  -0.036  1.512
H  1.630  1.015  -0.417
H  2.788  -0.241  -0.549

#ii
A 2-piece molecular cluster, C3H6P2 overall. Source: the OMol25 dataset; level of theory: the ωB97M-V functional and the def2-TZVPD basis.

Computed properties:
Gap between HOMO and LUMO (spin up / spin down) in eV: 7.423 / 7.767

Positions of all 11 atoms, in Å:
C  0.848  -0.221  -0.341
C  -0.040  -0.420  0.578
C  2.315  0.073  -0.053
P  -3.557  0.952  -0.086
P  -3.159  -1.003  -0.069
H  0.588  -0.243  -1.391
H  -0.074  -0.449  1.641
H  2.407  1.053  0.413
H  2.722  -0.670  0.633
H  2.891  0.060  -0.972
H  -4.942  0.868  -0.353

Energy ordering: #ii at the bottom, the next structure 0.0136 hartree above.

#i
C36H28N8O5STi as an isolated structure. Source: the OMol25 dataset; level of theory: the ωB97M-V functional and the def2-TZVPD basis.

Computed properties:
Total charge: -2
Gap between HOMO and LUMO (spin up / spin down) in eV: 4.925 / 6.655
2S+1: 3

Positions of all 79 atoms, in Å:
Ti  -0.304  -0.224  0.143
O  2.010  3.119  4.073
C  2.929  2.162  3.847
C  4.135  2.239  4.547
C  5.123  1.293  4.347
C  4.935  0.251  3.446
C  3.738  0.166  2.755
C  2.725  1.101  2.945
C  1.460  0.925  2.170
O  1.316  -0.116  1.472
N  0.569  1.903  2.288
N  -0.547  1.632  1.521
C  -1.503  2.476  1.586
C  -2.756  2.321  0.864
C  -3.673  3.375  0.909
C  -4.890  3.326  0.255
C  -5.209  2.167  -0.458
C  -4.332  1.105  -0.513
C  -3.070  1.142  0.132
O  -2.277  0.130  0.027
H  1.248  2.918  3.449
H  4.269  3.062  5.239
H  6.056  1.376  4.896
H  5.715  -0.480  3.276
H  3.561  -0.615  2.027
H  -1.381  3.362  2.214
H  -3.403  4.261  1.476
H  -5.576  4.162  0.301
H  -6.159  2.097  -0.978
H  -4.569  0.204  -1.066
C  -0.898  -2.562  5.377
C  -0.787  -3.664  4.539
C  -0.737  -3.520  3.163
C  -0.796  -2.243  2.575
C  -0.925  -1.138  3.430
C  -0.969  -1.296  4.803
N  -0.739  -2.037  1.199
N  -0.937  -3.161  0.506
C  -0.799  -2.975  -0.855
C  -1.077  -4.082  -1.677
C  -0.992  -3.958  -3.052
C  -0.628  -2.734  -3.617
C  -0.340  -1.654  -2.781
C  -0.408  -1.727  -1.391
H  -0.927  -2.683  6.454
H  -0.729  -4.660  4.968
H  -0.643  -4.375  2.511
H  -1.002  -0.151  2.999
H  -1.059  -0.418  5.433
H  -1.364  -5.020  -1.214
H  -1.213  -4.809  -3.689
H  -0.559  -2.629  -4.696
H  -0.042  -0.717  -3.253
N  3.302  -2.170  -6.766
C  3.246  -1.546  -5.501
C  2.869  -2.272  -4.376
C  2.825  -1.663  -3.134
C  3.162  -0.323  -3.007
C  3.553  0.405  -4.120
C  3.600  -0.205  -5.362
S  3.072  0.435  -1.406
O  3.466  -0.588  -0.474
O  3.868  1.638  -1.473
N  1.511  0.743  -1.144
C  0.828  1.592  -1.924
N  -0.482  1.650  -1.562
C  -1.279  2.435  -2.258
C  -0.822  3.192  -3.330
C  0.522  3.054  -3.633
N  1.354  2.275  -2.963
H  2.682  -2.964  -6.830
H  3.123  -1.529  -7.524
H  2.574  -3.311  -4.476
H  2.505  -2.215  -2.260
H  3.803  1.449  -3.992
H  3.906  0.358  -6.238
H  -2.321  2.458  -1.956
H  -1.482  3.836  -3.893
H  0.957  3.598  -4.469

#ii
C36H28N8O5STi as an isolated structure. Source: the OMol25 dataset; level of theory: the ωB97M-V functional and the def2-TZVPD basis.

Computed properties:
Total charge: -2
Gap between HOMO and LUMO (spin up / spin down) in eV: 4.817 / 6.536
2S+1: 3

Positions of all 79 atoms, in Å:
Ti  -0.238  -0.284  0.158
O  1.921  2.988  4.148
C  2.891  2.085  3.911
C  4.056  2.155  4.676
C  5.087  1.256  4.463
C  4.977  0.273  3.486
C  3.817  0.190  2.734
C  2.764  1.077  2.939
C  1.541  0.921  2.115
O  1.398  -0.126  1.427
N  0.646  1.892  2.185
N  -0.454  1.590  1.412
C  -1.417  2.424  1.465
C  -2.690  2.247  0.800
C  -3.639  3.269  0.896
C  -4.890  3.168  0.322
C  -5.217  1.990  -0.359
C  -4.309  0.962  -0.465
C  -3.009  1.055  0.091
O  -2.179  0.087  -0.075
H  1.195  2.788  3.488
H  4.129  2.930  5.428
H  5.987  1.328  5.064
H  5.791  -0.418  3.309
H  3.695  -0.548  1.952
H  -1.288  3.321  2.075
H  -3.364  4.167  1.443
H  -5.606  3.976  0.405
H  -6.198  1.883  -0.809
H  -4.549  0.047  -0.992
C  -0.992  -2.375  5.520
C  -1.059  -3.514  4.723
C  -0.999  -3.429  3.343
C  -0.866  -2.183  2.700
C  -0.814  -1.041  3.515
C  -0.870  -1.139  4.894
N  -0.786  -2.049  1.320
N  -1.125  -3.160  0.665
C  -0.945  -3.074  -0.697
C  -1.389  -4.158  -1.477
C  -1.245  -4.122  -2.852
C  -0.680  -3.002  -3.464
C  -0.266  -1.926  -2.676
C  -0.365  -1.923  -1.288
H  -1.031  -2.449  6.601
H  -1.152  -4.491  5.187
H  -1.043  -4.315  2.728
H  -0.739  -0.068  3.051
H  -0.817  -0.233  5.487
H  -1.846  -5.008  -0.980
H  -1.584  -4.959  -3.456
H  -0.576  -2.966  -4.545
H  0.151  -1.057  -3.180
N  3.479  -1.815  -7.040
C  3.376  -1.290  -5.733
C  2.976  -2.106  -4.678
C  2.898  -1.598  -3.392
C  3.216  -0.269  -3.155
C  3.627  0.549  -4.194
C  3.713  0.038  -5.480
S  3.055  0.365  -1.501
O  3.425  -0.721  -0.634
O  3.835  1.577  -1.442
N  1.478  0.627  -1.307
C  0.823  1.535  -2.055
N  -0.480  1.639  -1.689
C  -1.240  2.487  -2.347
C  -0.752  3.266  -3.392
C  0.582  3.072  -3.708
N  1.377  2.226  -3.072
H  2.862  -2.601  -7.185
H  3.319  -1.116  -7.750
H  2.698  -3.136  -4.868
H  2.563  -2.218  -2.572
H  3.857  1.583  -3.981
H  4.030  0.675  -6.300
H  -2.279  2.544  -2.033
H  -1.376  3.966  -3.929
H  1.042  3.626  -4.524

Energy ordering: #i at the bottom, the next structure 0.0043 hartree above.

#i
C3H4I2O as an isolated structure. Source: the OMol25 dataset; level of theory: the ωB97M-V functional and the def2-TZVPD basis.

Computed properties:
Gap between HOMO and LUMO in eV: 8.919

Positions of all 10 atoms, in Å:
C  0.871  0.271  -0.153
C  -0.538  0.159  0.464
C  -1.469  -0.694  0.029
O  1.717  1.320  0.305
I  -1.311  -1.917  -1.673
I  -3.380  -0.430  0.850
H  0.714  0.357  -1.286
H  1.443  -0.604  0.047
H  -0.565  0.668  1.389
H  2.521  0.869  0.028

#ii
A 3-piece molecular cluster, C3H4I2O overall. Source: the OMol25 dataset; level of theory: the ωB97M-V functional and the def2-TZVPD basis.

Computed properties:
Gap between HOMO and LUMO in eV: 9.705

Positions of all 10 atoms, in Å:
C  0.530  -1.446  -1.785
C  -1.359  0.528  1.090
C  -1.184  0.583  -0.215
O  0.688  -0.557  -2.465
I  3.081  -1.273  0.298
I  -0.020  2.161  -1.005
H  -0.953  1.218  1.813
H  -2.061  -0.207  1.589
H  2.506  -0.767  1.545
H  -1.227  -0.240  -0.864

Energy ordering: #i at the bottom, the next structure 0.0140 hartree above.

#i
An isolated ion of composition C9H14N5 and charge +1. Source: the OMol25 dataset; level of theory: the ωB97M-V functional and the def2-TZVPD basis.

Computed properties:
Total charge: +1
Gap between HOMO and LUMO (spin up / spin down) in eV: 7.194 / 7.197
SMILES: CN(C)/C=[NH+]/C(C#N)=C(\C#N)N(C)C

Positions of all 28 atoms, in Å:
C  -2.008  1.173  -3.703
N  -1.789  0.379  -2.458
C  -2.744  -0.624  -2.040
C  -0.825  0.804  -1.650
N  -0.558  0.078  -0.553
C  0.373  0.463  0.379
C  1.090  1.636  0.189
N  1.528  2.639  -0.174
C  0.685  -0.474  1.497
C  -0.243  -1.486  1.470
N  -1.056  -2.309  1.373
N  1.682  -0.343  2.403
C  1.960  -1.499  3.239
C  2.829  0.537  2.265
H  -2.311  0.330  -4.348
H  -2.856  1.966  -3.479
H  -0.996  1.645  -3.908
H  -2.098  -1.514  -1.760
H  -3.258  -0.226  -1.264
H  -3.483  -0.662  -2.844
H  -0.350  1.668  -1.890
H  -0.988  -0.816  -0.273
H  2.398  -2.358  2.829
H  2.454  -1.329  4.227
H  0.840  -1.870  3.573
H  3.688  0.036  2.551
H  3.209  0.897  1.337
H  2.826  1.260  3.010

#ii
An isolated ion of composition C9H14N5 and charge +1. Source: the OMol25 dataset; level of theory: the ωB97M-V functional and the def2-TZVPD basis.

Computed properties:
Total charge: +1
Gap between HOMO and LUMO in eV: 8.284
SMILES: NN/N=C\CNC(=[NH2+])c1ccccc1

Positions of all 28 atoms, in Å:
N  2.583  -2.152  2.494
N  3.157  -0.955  3.135
N  2.655  0.199  2.889
C  1.905  0.712  1.993
C  1.108  0.027  0.917
N  -0.335  0.119  1.183
C  -1.418  0.235  0.393
N  -2.617  0.257  0.942
C  -1.459  0.434  -1.065
C  -0.537  -0.349  -1.747
C  -0.329  -0.199  -3.158
C  -1.008  0.748  -3.920
C  -1.981  1.458  -3.224
C  -2.245  1.293  -1.873
H  3.274  -2.763  2.205
H  2.024  -2.663  3.185
H  3.855  -0.977  3.811
H  1.730  1.704  1.980
H  1.258  0.610  -0.030
H  1.492  -0.997  0.832
H  -0.666  0.030  2.197
H  -3.437  0.297  0.335
H  -2.895  -0.198  1.841
H  0.083  -1.036  -1.290
H  0.320  -0.987  -3.605
H  -0.939  0.805  -5.062
H  -2.652  2.264  -3.753
H  -2.929  2.084  -1.603

Energy ordering: #ii at the bottom, the next structure 0.0415 hartree above.